Entry 1:
# C14H21ClN2O4S2

2 unconnected molecules or ions with the total composition C14H21ClN2O4S2 in a non-equilibrium geometry (ωB97M-V/def2-TZVPD, OMol25).

Atoms and positions in Å:
O  3.75  -0.24  -0.67
S  3.08  0.69  -1.72
O  2.20  1.70  -0.93
Cl  4.62  1.81  -2.61
C  2.17  -0.21  -3.10
C  2.23  -1.84  -2.94
C  0.87  -2.64  -3.38
C  -0.26  -2.75  -2.15
C  -0.94  -1.27  -2.00
C  -0.69  -0.38  -0.63
C  -1.37  1.11  -0.57
C  -2.26  1.61  -1.89
N  -2.98  2.92  -2.14
S  -3.77  2.95  -3.71
N  -3.38  1.36  -4.40
C  -2.55  0.75  -3.28
C  -1.85  -0.74  -3.29
H  2.72  0.08  -4.11
H  1.09  0.24  -3.18
H  3.10  -2.22  -3.64
H  2.50  -2.22  -1.85
H  0.40  -2.27  -4.39
H  1.20  -3.77  -3.58
H  -1.07  -3.51  -2.54
H  0.25  -3.16  -1.16
H  -0.02  -0.85  0.24
H  -1.23  1.82  0.38
H  -1.95  -1.44  -4.22
C  -1.78  -0.08  3.10
O  -0.39  0.10  2.89
C  0.01  1.47  3.02
C  0.70  1.72  4.37
O  -0.23  1.60  5.45
C  -0.08  0.37  6.15
H  -1.98  -1.16  3.16
H  -2.12  0.39  4.03
H  -2.34  0.33  2.25
H  -0.85  2.14  2.89
H  0.72  1.67  2.22
H  1.07  2.75  4.38
H  1.55  1.05  4.50
H  0.85  0.38  6.73
H  -0.08  -0.49  5.47
H  -0.92  0.26  6.85

Summary:
Energy above the lowest of the compared OMol25 structures with the same formula, charge and spin   1106.1 kJ/mol
Structure (SMILES)   O=S(=O)(Cl)CCCCc1ccc2nsnc2c1.COCCOC
Kohn-Sham gap   6.809 eV
Highest occupied orbital energy   -8.5 eV

Table of natural (NBO) atomic charges, one value per atom, all in e: -0.857 1.873 -0.851 -0.194 -0.624 -0.439 -0.400 -0.462 -0.011 -0.235 -0.197 0.103 -0.560 0.787 -0.564 0.115 -0.253 0.271 0.303 0.231 0.259 0.222 0.223 0.239 0.237 0.276 0.264 0.238 -0.256 -0.561 -0.098 -0.088 -0.552 -0.255 0.190 0.183 0.170 0.175 0.196 0.187 0.180 0.168 0.178 0.190

=====

Entry 2:
# C14H21CuIN5O2S

A molecular structure, C14H21CuIN5O2S in a non-equilibrium geometry (ωB97M-V/def2-TZVPD, OMol25).

Atoms and positions in Å:
Cu  0.93  -2.19  -1.45
N  -0.31  -0.42  -1.70
C  0.30  0.74  -1.05
C  0.79  1.78  -2.09
C  0.07  3.15  -2.13
C  0.53  4.18  -1.09
N  0.46  3.72  0.28
C  -0.51  3.89  1.15
N  -1.52  4.74  0.94
N  -0.49  3.15  2.27
C  1.50  0.26  -0.18
O  2.00  1.06  0.64
O  1.93  -0.90  -0.38
H  -0.55  -0.25  -2.67
H  -1.17  -0.72  -1.23
H  -0.44  1.21  -0.39
H  0.65  1.34  -3.08
H  1.86  1.94  -1.98
H  -1.01  3.01  -2.05
H  0.26  3.59  -3.10
H  -0.05  5.10  -1.20
H  1.57  4.44  -1.29
H  1.10  2.93  0.52
H  -1.49  5.38  0.17
H  -2.16  4.96  1.69
H  0.22  2.44  2.36
H  -1.14  3.31  3.01
I  -1.72  -3.45  -3.14
C  0.40  -3.23  -3.04
H  0.69  -2.67  -3.92
H  0.83  -4.22  -3.05
S  2.23  -3.90  2.41
C  2.20  -3.71  0.70
N  1.04  -3.47  0.18
C  0.05  -3.40  1.14
C  -1.30  -3.19  0.92
C  -2.16  -3.14  2.00
C  -1.68  -3.33  3.30
C  -0.34  -3.57  3.54
C  0.52  -3.61  2.45
H  3.11  -3.80  0.12
H  -1.67  -3.09  -0.10
H  -3.22  -2.99  1.84
H  -2.37  -3.30  4.14
H  0.02  -3.75  4.54

Summary:
Energy above the lowest of the compared OMol25 structures with the same formula, charge and spin   0.0 kJ/mol
Total charge   +1
Kohn-Sham gap (alpha / beta)   8.014 / 7.841 eV
Multiplicity   2
Highest occupied orbital energy (alpha / beta)   -10.5 / -10.9 eV

Table of natural (NBO) atomic charges, one value per atom, all in e: 1.256 -0.879 -0.172 -0.413 -0.405 -0.216 -0.574 0.676 -0.776 -0.772 0.789 -0.735 -0.806 0.397 0.400 0.191 0.220 0.233 0.204 0.234 0.199 0.231 0.459 0.421 0.420 0.441 0.419 0.048 -0.985 0.205 0.213 0.470 -0.065 -0.563 0.175 -0.248 -0.202 -0.202 -0.191 -0.254 0.240 0.232 0.226 0.227 0.231